The following is a DFT calculation (the ωB97M-V functional and the def2-TZVPD basis) of a molecular structure, C33H54F3O16SY.

XYZ file:
```
108
Properties=species:S:1:pos:R:3:lowdin_charge:R:1
Y -14.055 -10.505 -7.724 2.048
C -16.310 -8.488 -3.914 -0.611
F -17.440 -8.980 -4.427 0.150
F -16.059 -7.315 -4.528 0.116
F -16.432 -8.205 -2.627 0.156
S -14.818 -9.663 -4.100 0.558
O -13.732 -8.923 -3.497 -0.261
O -15.168 -10.895 -3.457 -0.268
O -14.628 -9.783 -5.581 -0.439
C -15.085 -8.616 1.575 -0.158
C -16.153 -8.534 0.489 -0.157
C -16.347 -7.014 0.301 -0.191
O -15.623 -6.335 1.328 -0.137
C -14.574 -7.190 1.771 -0.196
H -14.271 -9.253 1.232 0.108
H -15.600 -9.030 2.442 0.113
H -17.108 -9.012 0.692 0.108
H -15.741 -8.894 -0.457 0.082
H -17.379 -6.666 0.279 0.122
H -15.843 -6.617 -0.593 0.088
H -14.391 -7.135 2.845 0.124
H -13.622 -7.010 1.265 0.108
C -16.046 -15.284 -0.482 -0.155
C -16.513 -13.837 -0.307 -0.148
C -15.867 -13.064 -1.450 -0.178
O -15.419 -14.079 -2.380 -0.196
C -15.018 -15.210 -1.596 -0.189
H -16.916 -15.931 -0.617 0.114
H -15.674 -15.671 0.469 0.117
H -16.210 -13.487 0.683 0.115
H -17.597 -13.734 -0.263 0.113
H -15.069 -12.370 -1.189 0.121
H -16.666 -12.528 -1.961 0.087
H -14.013 -15.045 -1.193 0.112
H -14.979 -16.148 -2.151 0.126
C -18.669 -2.307 -5.234 -0.165
C -17.411 -2.749 -6.011 -0.158
C -16.977 -3.963 -5.173 -0.213
O -18.029 -4.264 -4.237 -0.154
C -19.216 -3.574 -4.628 -0.192
H -19.323 -1.729 -5.893 0.118
H -18.385 -1.546 -4.502 0.120
H -16.661 -1.959 -5.992 0.110
H -17.608 -2.916 -7.073 0.099
H -16.210 -3.523 -4.527 0.114
H -16.614 -4.889 -5.617 0.087
H -19.813 -3.548 -3.720 0.131
H -19.749 -4.078 -5.449 0.115
O -12.849 -12.128 -6.252 -0.065
C -12.385 -12.823 -5.324 -0.433
O -11.824 -13.949 -5.592 0.115
C -11.558 -14.711 -4.398 -0.077
C -11.812 -13.736 -3.230 -0.097
C -12.526 -12.534 -3.868 -0.044
H -10.530 -15.065 -4.384 0.136
H -12.194 -15.581 -4.251 0.134
H -10.934 -13.420 -2.672 0.128
H -12.530 -14.158 -2.530 0.090
H -12.077 -11.547 -3.726 0.147
H -13.550 -12.467 -3.502 0.100
O -16.312 -9.777 -7.699 -0.045
C -17.299 -9.063 -7.679 -0.427
O -17.264 -7.806 -7.314 0.034
C -18.572 -7.165 -7.240 -0.064
C -19.541 -8.348 -7.376 -0.132
C -18.738 -9.447 -8.037 -0.029
H -18.588 -6.530 -8.123 0.141
H -18.613 -6.740 -6.243 0.130
H -20.456 -8.078 -7.902 0.129
H -19.908 -8.645 -6.392 0.124
H -18.795 -9.247 -9.113 0.147
H -18.998 -10.465 -7.773 0.132
O -10.872 -5.377 -0.729 0.139
C -11.850 -5.547 -1.399 -0.472
O -11.731 -5.986 -2.661 0.043
C -12.875 -5.701 -3.443 -0.173
C -13.926 -5.018 -2.499 -0.122
C -13.279 -5.082 -1.124 -0.050
H -13.375 -6.612 -3.789 0.074
H -12.687 -5.138 -4.357 0.105
H -14.872 -5.493 -2.731 0.094
H -13.827 -3.973 -2.805 0.113
H -13.756 -5.926 -0.620 0.094
H -13.243 -4.181 -0.525 0.139
O -15.581 -12.305 -6.826 -0.015
C -16.350 -12.656 -5.957 -0.434
O -17.391 -11.914 -5.603 0.040
C -18.104 -12.515 -4.491 -0.084
C -17.798 -14.027 -4.551 -0.105
C -16.466 -14.034 -5.305 -0.047
H -19.153 -12.357 -4.711 0.135
H -17.715 -12.174 -3.535 0.105
H -18.498 -14.570 -5.185 0.123
H -17.629 -14.551 -3.616 0.114
H -16.263 -14.842 -6.002 0.139
H -15.676 -14.008 -4.541 0.112
O -14.143 -8.083 -7.883 -0.034
C -14.182 -6.868 -7.954 -0.408
O -15.085 -6.303 -8.770 0.066
C -14.912 -4.868 -8.746 -0.112
C -14.207 -4.575 -7.451 -0.123
C -13.407 -5.850 -7.163 -0.015
H -15.902 -4.407 -8.744 0.130
H -14.419 -4.491 -9.641 0.141
H -14.806 -4.153 -6.652 0.099
H -13.501 -3.799 -7.760 0.131
H -13.401 -6.145 -6.118 0.112
H -12.440 -5.771 -7.665 0.154
```

## Properties
Frontier orbital gap ... 0.18908 Ha
E_HOMO ... -12.5 eV
Total charge ... +2
Largest force on an atom ... 5.902 eV/A

The following is a DFT calculation (the ωB97M-V functional and the def2-TZVPD basis) of a molecular structure, C33H54F6N4O4P3S4Sc.

XYZ file:
```
109
Properties=species:S:1:pos:R:3:lowdin_charge:R:1
Sc 0.011 0.135 -0.529 0.697
C 4.555 -1.777 1.493 0.011
N 3.593 -2.434 0.610 -0.088
C 3.473 -3.809 0.480 0.002
C 2.572 -4.048 -0.487 -0.026
N 2.120 -2.807 -0.932 0.003
C 2.773 -1.819 -0.255 -0.650
S 2.655 -0.150 -0.558 0.748
C 1.442 -2.587 -2.164 -0.285
C 1.759 -3.387 -3.249 0.034
C 1.133 -3.133 -4.458 0.000
C 0.219 -2.095 -4.531 -0.017
C -0.035 -1.358 -3.390 -0.118
N 0.568 -1.584 -2.214 0.045
H 5.564 -2.001 1.154 0.113
H 4.414 -2.137 2.509 0.106
H 4.385 -0.705 1.450 0.058
H 4.039 -4.488 1.092 0.145
H 2.194 -4.974 -0.880 0.139
H 2.509 -4.159 -3.156 0.130
H 1.372 -3.727 -5.329 0.132
H -0.285 -1.847 -5.454 0.129
H -0.748 -0.548 -3.414 0.083
F -0.893 2.958 -4.855 0.181
C 0.129 2.734 -4.051 -0.660
F 0.563 1.489 -4.233 0.146
F 1.101 3.585 -4.286 0.188
S -0.434 2.945 -2.277 0.681
O 0.284 1.850 -1.545 -0.455
O -0.116 4.264 -1.888 -0.193
N -1.970 2.660 -2.319 -0.256
S -2.765 1.454 -1.749 0.674
O -3.776 1.777 -0.810 -0.199
O -1.842 0.356 -1.308 -0.446
C -3.608 0.787 -3.254 -0.683
F -2.696 0.302 -4.095 0.140
F -4.444 -0.169 -2.897 0.156
F -4.257 1.774 -3.832 0.196
C -4.520 -4.095 -1.569 -0.273
P -3.115 -3.079 -2.177 0.855
C -3.233 -3.522 -3.955 -0.277
C -1.675 -4.130 -1.684 -0.407
C -1.134 -3.908 -0.266 -0.382
P -1.140 -2.228 0.513 0.850
C -2.871 -2.021 1.050 -0.249
C -0.336 -2.675 2.093 -0.242
H -4.486 -5.101 -1.991 0.052
H -5.457 -3.625 -1.868 0.047
H -4.523 -4.171 -0.485 0.027
H -4.264 -3.371 -4.279 0.049
H -2.975 -4.569 -4.128 0.052
H -2.596 -2.892 -4.573 0.013
H -0.891 -3.953 -2.422 0.047
H -1.959 -5.182 -1.786 0.091
H -0.104 -4.258 -0.183 0.054
H -1.705 -4.510 0.447 0.090
H -3.323 -3.001 1.195 0.051
H -3.456 -1.455 0.328 0.033
H -2.876 -1.499 2.004 0.026
H -0.860 -3.513 2.556 0.068
H -0.373 -1.826 2.773 0.016
H 0.705 -2.959 1.931 0.037
C -1.631 3.621 1.101 -0.087
C -0.366 3.441 1.949 -0.640
C 0.790 4.209 1.293 -0.077
C -0.669 4.034 3.328 -0.060
P 0.081 1.604 2.023 1.149
C -1.301 0.918 3.017 -0.357
C -1.247 0.459 4.335 -0.093
C -2.405 0.107 5.014 -0.049
C -3.645 0.228 4.403 -0.052
C -3.716 0.663 3.088 -0.066
C -2.553 0.973 2.399 -0.150
C 1.684 1.415 2.986 -0.647
C 1.887 -0.091 3.206 -0.108
C 2.874 1.946 2.160 -0.113
C 1.715 2.141 4.343 -0.068
H -1.687 4.654 0.759 0.108
H -2.538 3.408 1.662 0.088
H -1.634 2.989 0.216 0.022
H 0.436 5.207 1.030 0.102
H 1.154 3.745 0.373 0.039
H 1.626 4.331 1.978 0.072
H -1.038 5.051 3.176 0.105
H 0.206 4.100 3.968 0.062
H -1.449 3.480 3.851 0.089
H -0.310 0.375 4.863 0.086
H -2.336 -0.243 6.034 0.117
H -4.547 -0.023 4.944 0.117
H -4.672 0.744 2.589 0.123
H -2.642 1.276 1.364 0.066
H 1.920 -0.632 2.256 0.037
H 1.120 -0.543 3.831 0.059
H 2.846 -0.237 3.707 0.094
H 2.763 1.841 1.083 -0.021
H 3.774 1.400 2.449 0.088
H 3.063 2.995 2.367 0.072
H 0.802 2.067 4.925 0.069
H 1.934 3.198 4.211 0.074
H 2.526 1.720 4.941 0.101
C 4.572 4.466 -1.169 -0.383
S 3.385 3.147 -1.478 0.720
C 4.014 2.556 -3.062 -0.401
H 5.583 4.067 -1.119 0.042
H 4.322 4.921 -0.212 0.032
H 4.510 5.227 -1.945 0.046
H 3.912 3.320 -3.831 0.042
H 3.432 1.680 -3.349 0.017
H 5.059 2.263 -2.973 0.044
```

## Properties
Frontier orbital gap ... 0.25849 Ha
E_HOMO ... -12.6 eV
Total charge ... +2
Largest force on an atom ... 1.466 eV/A

The following is a DFT calculation (the ωB97M-V functional and the def2-TZVPD basis) of a molecular structure, C33H55BCrN8Si.

XYZ file:
```
99
Properties=species:S:1:pos:R:3:lowdin_charge:R:1
Cr -0.397 0.179 -0.235 0.764
C 2.569 -3.242 -3.216 -0.014
C 1.427 -2.301 -3.028 -0.257
C 0.490 -1.898 -3.954 0.026
C -0.383 -1.042 -3.268 -0.230
N 0.045 -0.897 -2.010 0.039
N 1.134 -1.703 -1.861 0.045
B 1.730 -2.052 -0.468 -0.500
N 2.603 -0.938 0.103 0.015
N 2.116 0.296 0.408 0.132
C 3.140 0.983 0.913 -0.240
C 4.302 0.190 0.911 0.017
C 3.919 -1.024 0.395 -0.265
C 4.762 -2.239 0.180 -0.018
C 3.079 2.390 1.465 -0.537
C 1.744 3.063 1.184 -0.045
C 4.202 3.226 0.836 -0.045
C 3.293 2.324 2.984 -0.037
N 0.569 -2.456 0.489 0.047
N -0.608 -1.763 0.587 0.044
C -1.455 -2.532 1.276 -0.232
C -0.811 -3.719 1.645 0.028
C 0.462 -3.634 1.129 -0.257
C 1.569 -4.630 1.231 -0.014
C -2.906 -2.233 1.585 -0.527
C -3.744 -3.439 1.130 -0.045
C -3.426 -0.997 0.859 -0.049
C -3.077 -2.064 3.100 -0.035
C -1.670 -0.491 -3.854 -0.531
C -2.527 0.258 -2.839 -0.037
C -1.358 0.431 -5.039 -0.031
C -2.482 -1.692 -4.365 -0.043
H 2.627 -3.531 -4.264 0.082
H 3.516 -2.782 -2.933 0.078
H 2.447 -4.144 -2.616 0.081
H 0.430 -2.213 -4.982 0.114
H 2.422 -3.013 -0.611 0.104
H 5.288 0.457 1.254 0.110
H 5.779 -2.021 0.501 0.081
H 4.399 -3.093 0.752 0.070
H 4.791 -2.536 -0.868 0.071
H 1.622 3.252 0.119 0.076
H 0.917 2.436 1.515 0.049
H 1.690 4.020 1.709 0.096
H 4.094 3.263 -0.249 0.084
H 4.162 4.248 1.221 0.085
H 5.186 2.817 1.066 0.076
H 2.462 1.806 3.468 0.076
H 4.213 1.791 3.231 0.081
H 3.358 3.332 3.399 0.086
H -1.217 -4.539 2.212 0.114
H 1.259 -5.442 1.886 0.082
H 1.824 -5.049 0.257 0.081
H 2.470 -4.178 1.644 0.077
H -3.589 -3.642 0.069 0.090
H -3.493 -4.341 1.689 0.077
H -4.803 -3.227 1.290 0.087
H -3.477 -1.182 -0.215 0.071
H -4.437 -0.770 1.205 0.093
H -2.807 -0.118 1.035 0.033
H -2.685 -2.932 3.635 0.088
H -2.550 -1.181 3.461 0.037
H -4.136 -1.961 3.345 0.091
H -2.065 1.188 -2.524 0.067
H -3.490 0.505 -3.291 0.096
H -2.717 -0.354 -1.957 0.059
H -0.845 1.333 -4.709 0.070
H -0.728 -0.072 -5.774 0.084
H -2.287 0.728 -5.531 0.089
H -2.715 -2.377 -3.549 0.092
H -3.421 -1.341 -4.800 0.086
H -1.941 -2.248 -5.131 0.078
C 1.004 2.517 -2.801 -0.014
C -0.072 2.970 -1.859 -0.349
C -0.629 4.232 -1.925 -0.047
C -1.574 4.595 -0.959 -0.060
C -1.893 3.744 0.071 -0.023
C -1.234 2.496 0.141 -0.455
N -0.415 2.122 -0.883 0.008
N -1.307 1.546 1.093 -0.132
Si -1.633 1.817 2.768 0.403
C -0.815 0.394 3.676 -0.155
C -3.473 1.867 3.157 -0.166
C -0.913 3.445 3.388 -0.162
H 1.977 2.812 -2.400 0.083
H 0.895 2.975 -3.783 0.079
H 1.007 1.432 -2.893 0.065
H -0.340 4.914 -2.711 0.106
H -2.057 5.563 -1.022 0.108
H -2.626 4.008 0.822 0.102
H -0.812 -0.504 3.053 0.009
H -1.317 0.159 4.618 0.038
H 0.226 0.632 3.904 0.023
H -3.958 0.897 3.043 0.007
H -3.995 2.573 2.506 0.027
H -3.619 2.196 4.189 0.030
H 0.091 3.305 3.793 0.021
H -1.540 3.855 4.182 0.029
H -0.841 4.196 2.599 0.020
```

## Properties
Frontier orbital gap (alpha / beta) ... 0.29273 / 0.30199 Ha
E_HOMO (alpha / beta) ... -7.4 / -7.6 eV
⟨S²⟩ ... 6.013
Multiplicity ... 5
Largest force on an atom ... 0.422 eV/A

The following is a DFT calculation (the ωB97M-V functional and the def2-TZVPD basis) of a molecular structure, C33H55CaN6O7S2SbSi3.

XYZ file:
```
108
Properties=species:S:1:pos:R:3:lowdin_charge:R:1
Ca 0.528 -0.398 0.686 1.235
N -2.117 1.212 1.995 0.012
N -3.123 0.275 1.634 -0.032
C -2.700 -0.871 0.921 -0.798
O -3.469 -1.830 0.878 -0.018
O -1.554 -0.781 0.368 -0.335
H -1.521 0.837 2.739 0.015
H -2.583 2.042 2.338 0.069
H -3.708 -0.019 2.410 0.096
C -0.863 -7.276 -0.415 -0.065
C -0.322 -5.951 -0.876 -0.281
C 0.817 -5.887 -1.672 -0.052
C 1.350 -4.668 -2.063 -0.060
C 0.736 -3.492 -1.654 -0.264
C -0.414 -3.535 -0.877 -0.035
C -0.934 -4.761 -0.497 -0.019
S 1.455 -1.918 -2.073 0.525
O 2.428 -2.227 -3.109 -0.342
O 0.354 -1.052 -2.480 -0.418
N 2.079 -1.277 -0.777 -0.338
C 2.938 -2.222 -0.036 -0.199
C 2.284 -2.843 1.220 -0.629
O 2.821 -3.828 1.720 -0.003
O 1.213 -2.265 1.653 -0.229
H -0.702 -8.053 -1.165 0.067
H -1.932 -7.215 -0.208 0.071
H -0.370 -7.600 0.506 0.078
H 1.302 -6.806 -1.984 0.103
H 2.235 -4.610 -2.682 0.104
H -0.933 -2.628 -0.590 0.087
H -1.833 -4.776 0.109 0.119
H 3.842 -1.710 0.311 0.106
H 3.282 -3.046 -0.669 0.103
C 3.976 1.317 0.522 -0.039
C 3.047 2.447 0.932 -0.447
C 2.833 3.488 -0.155 -0.035
O 1.785 1.888 1.287 -0.188
H 4.935 1.712 0.174 0.079
H 3.535 0.720 -0.280 0.049
H 4.160 0.662 1.375 0.080
H 3.475 2.947 1.807 0.121
H 2.276 3.059 -0.992 0.043
H 3.787 3.863 -0.534 0.081
H 2.263 4.330 0.238 0.067
C -3.354 2.158 -3.951 -0.233
Si -2.831 0.840 -2.704 0.303
C -4.352 0.549 -1.661 -0.201
C -2.530 -0.764 -3.602 -0.212
Sb -0.755 1.674 -1.460 0.983
Si -1.742 3.995 -1.053 0.283
C -0.733 4.753 0.346 -0.229
C -3.483 3.797 -0.362 -0.238
C -1.860 5.335 -2.363 -0.234
Si 0.634 2.051 -3.603 0.309
C 0.131 1.137 -5.160 -0.223
C 2.386 1.453 -3.274 -0.219
C 0.774 3.868 -4.064 -0.246
H -4.188 1.775 -4.548 0.025
H -2.557 2.459 -4.629 0.003
H -3.695 3.059 -3.440 -0.001
H -5.115 0.164 -2.347 0.032
H -4.731 1.455 -1.193 0.007
H -4.203 -0.188 -0.875 0.010
H -3.383 -0.940 -4.266 0.029
H -2.463 -1.579 -2.880 0.034
H -1.611 -0.785 -4.175 -0.004
H -1.382 5.294 1.039 0.026
H 0.013 5.456 -0.032 0.023
H -0.194 3.995 0.911 -0.012
H -3.575 2.900 0.250 0.004
H -4.241 3.732 -1.143 0.013
H -3.703 4.668 0.261 0.023
H -0.885 5.682 -2.692 0.002
H -2.388 6.169 -1.888 0.027
H -2.417 5.032 -3.249 0.011
H 0.235 0.066 -4.997 0.017
H 0.846 1.436 -5.935 0.029
H -0.876 1.328 -5.524 0.008
H 2.503 0.436 -3.646 0.016
H 2.646 1.410 -2.217 -0.008
H 3.104 2.106 -3.780 0.029
H -0.143 4.246 -4.518 0.014
H 1.590 3.985 -4.782 0.021
H 0.991 4.492 -3.198 0.012
N 2.326 5.288 3.726 0.095
C 2.233 4.134 3.700 -0.248
C 2.109 2.715 3.661 -0.236
C 2.821 1.920 4.532 -0.079
C 2.575 0.555 4.601 -0.105
C 1.467 0.087 3.873 -0.193
N 0.741 0.783 3.033 -0.006
C 1.206 2.088 2.668 -0.316
H 3.534 2.387 5.205 0.107
H 3.103 -0.097 5.280 0.074
H 1.124 -0.927 4.047 0.077
H 0.341 2.733 2.466 0.116
S -1.965 -1.527 4.423 0.614
C -1.048 -2.896 4.735 -0.792
N -0.057 -3.291 3.882 0.055
C 0.783 -4.329 4.086 -0.061
C 0.660 -5.107 5.199 -0.086
C -0.369 -4.784 6.110 -0.098
C -1.195 -3.728 5.888 -0.121
H 0.114 -2.731 3.003 0.110
H 1.530 -4.447 3.305 0.104
H 1.334 -5.934 5.359 0.090
H -0.502 -5.379 7.007 0.097
H -1.984 -3.466 6.579 0.088
```

## Properties
Frontier orbital gap ... 0.24582 Ha
E_HOMO ... -2.5 eV
Total charge ... -2
Largest force on an atom ... 1.691 eV/A